56
Properties=species:S:1:pos:R:3 method="wB97M-V/def2-TZVPD" energy_ha=-4191.1498 multiplicity=5 homo_lumo_gap_ev="7.38 / 4.82" e_lumo_ev="-6.582 / -9.186" homo_ev="-14.0 / -14.0" total_charge=+2
Pt -0.193 -0.488 -0.201
Br -1.253 -3.057 -2.537
O -4.234 0.695 -1.209
O -2.469 -0.612 -0.634
N -1.370 -0.543 1.847
N 1.873 -0.513 -1.362
N -1.171 1.801 2.124
N 0.023 -2.715 -0.096
N 2.294 1.821 -1.040
N -1.070 0.588 -2.899
N 0.402 1.459 0.373
C 3.165 0.749 -2.939
C -3.902 -0.362 3.028
C 2.944 -1.606 -3.207
C -0.554 -3.630 -0.884
C -2.080 -1.623 2.115
C 0.085 -5.404 0.566
C 0.719 3.298 1.738
C -1.875 0.671 2.212
C -3.154 0.775 2.809
C 2.395 0.672 -1.768
C 2.192 -1.616 -2.050
C 0.668 -3.139 1.004
C 0.625 4.268 2.716
C 1.598 5.265 2.717
C 3.419 -0.387 -3.676
C 1.533 2.140 -0.065
C 2.690 4.313 0.769
C -3.347 -1.590 2.705
C 1.734 3.320 0.780
C 2.607 5.288 1.762
C -0.564 -4.981 -0.583
C -2.457 0.574 -2.889
C 0.732 -4.470 1.362
C -3.162 0.176 -1.292
C -0.093 2.112 1.459
H 1.567 6.034 3.477
H -3.494 1.757 3.104
H -1.053 -5.682 -1.243
H 3.346 6.078 1.787
H 1.146 -2.373 1.601
H -2.918 1.533 -3.096
H -0.649 1.498 -3.033
H 3.154 -2.533 -3.722
H 3.466 4.334 0.016
H 0.102 -6.454 0.822
H -0.628 -0.135 -3.452
H 3.996 -0.336 -4.589
H 3.567 1.715 -3.210
H -3.875 -2.515 2.888
H -1.634 -2.573 1.848
H 1.278 -4.761 2.248
H -4.891 -0.297 3.459
H -0.174 4.257 3.445
H -2.891 -0.244 -3.459
H 1.835 -2.553 -1.647

---

54
Properties=species:S:1:pos:R:3 method="wB97M-V/def2-TZVPD" energy_ha=-4236.2385 multiplicity=1 homo_lumo_gap_ev=3.76 e_lumo_ev=1.970 homo_ev=-1.8 total_charge=-1 de_lowest_kcal_mol=78.3
Co 1.899 -1.203 -4.677
Co -0.099 -0.194 -3.473
O 1.262 -0.387 -7.396
O 4.150 0.521 -4.080
O -2.422 1.082 -2.246
O -1.303 0.294 -6.105
O 3.090 -3.787 -5.258
O 1.552 2.168 -3.201
N 0.624 -1.381 0.328
C 2.259 -0.410 1.826
C 2.646 -2.744 -5.038
C -0.340 -3.156 -3.966
C 2.721 -1.826 1.483
C -0.686 0.006 -5.163
C -0.191 2.145 0.761
C -2.012 2.370 2.365
C 1.414 -0.668 -6.280
C 1.619 -2.470 0.657
C -0.558 0.438 2.438
C -1.394 -5.351 -3.742
C -1.268 2.877 1.288
C 1.038 1.144 -3.364
C -0.093 -1.708 -0.860
C 3.223 -0.140 -4.281
C 0.337 -1.338 -2.203
C 0.370 -1.957 -3.435
C -0.657 -3.200 -5.332
C 1.246 0.020 0.764
C 0.134 0.897 1.304
C -1.528 0.539 -2.737
C -1.658 1.140 2.940
C -0.779 -4.233 -3.164
C -1.649 -5.396 -5.120
C -1.280 -4.306 -5.914
H -0.424 -2.342 -5.964
H -0.635 -4.210 -2.087
H 1.960 -2.890 -0.288
H -2.865 2.923 2.769
H -0.238 -0.482 2.937
H 2.868 -2.446 2.373
H -0.184 -2.814 -0.839
H -0.072 -1.484 1.084
H -1.479 -4.304 -6.987
H 1.705 0.432 -0.137
H -1.535 3.850 0.861
H -2.144 -6.266 -5.573
H -2.221 0.719 3.780
H -1.678 -6.197 -3.111
H 1.041 -3.241 1.183
H -1.155 -1.438 -0.739
H 1.778 -0.446 2.811
H 3.652 -1.823 0.901
H 0.394 2.542 -0.074
H 3.086 0.304 1.897

---

54
Properties=species:S:1:pos:R:3 method="wB97M-V/def2-TZVPD" energy_ha=-1719.7585 multiplicity=1 homo_lumo_gap_ev=2.40 e_lumo_ev=-0.157 homo_ev=-2.6 total_charge=-1 de_lowest_kcal_mol=16.5
F 0.126 0.066 2.305
F 4.771 -0.065 3.416
F 0.065 2.727 2.842
F 4.740 2.687 3.763
O 2.463 -1.327 3.159
O -1.096 -3.061 0.353
O 2.336 3.978 3.692
O -2.712 -1.579 1.046
N -1.539 0.147 -0.776
C 2.325 0.198 -3.978
C 2.373 2.759 3.463
C 2.431 -0.089 3.054
C 2.046 1.495 -3.530
C -0.078 0.719 -2.633
C -4.001 4.161 -2.109
C 0.144 -4.997 1.029
C 1.043 -2.788 1.491
C 0.835 1.767 -2.880
C -0.856 -0.746 -0.160
C -2.974 4.055 -3.059
C 1.260 0.705 2.697
C -0.229 -3.581 1.431
C -1.652 -1.803 0.502
C 3.609 1.987 3.563
C -2.228 2.011 -2.006
C -1.276 0.936 -1.801
C -3.312 2.072 -1.111
C 1.205 2.022 2.992
C -2.111 2.960 -3.043
C 0.225 -0.584 -3.068
C 3.636 0.656 3.366
C 1.394 -0.836 -3.788
C -4.207 3.135 -1.171
C -0.945 -3.529 2.770
H -4.661 5.027 -2.123
H -0.243 -3.759 3.583
H 0.239 -0.838 -0.195
H 3.272 -0.016 -4.469
H -2.837 4.829 -3.816
H 1.677 -3.152 2.307
H 0.602 2.771 -2.521
H -5.042 3.166 -0.479
H -1.335 2.836 -3.798
H -1.756 -4.267 2.786
H 0.832 -1.740 1.694
H -1.366 -2.535 2.959
H 1.573 -1.839 -4.176
H -0.738 -5.645 0.986
H -3.409 1.281 -0.368
H -0.488 -1.385 -2.861
H 2.772 2.300 -3.682
H 0.859 -5.414 1.754
H 1.612 -2.881 0.554
H 0.627 -4.995 0.042

---

57
Properties=species:S:1:pos:R:3 method="wB97M-V/def2-TZVPD" energy_ha=-4895.9257 multiplicity=1 homo_lumo_gap_ev=3.99 e_lumo_ev=3.797 homo_ev=-0.2 total_charge=-2
Te 1.238 -1.165 1.693
Se 4.696 0.807 -1.369
S -3.077 0.900 2.174
Mg 0.810 1.149 -0.050
F 5.110 -2.124 -2.211
F 5.402 2.261 -3.990
F 6.437 -1.462 -6.693
F 6.175 1.251 -6.365
F 5.896 -3.142 -4.582
N -0.524 1.692 2.855
N -0.213 1.847 1.562
N -1.853 3.522 1.205
C -0.798 -4.651 3.040
C -0.364 -3.583 2.242
C 6.043 -0.961 -5.517
C -0.809 2.716 -3.061
C -0.951 2.637 0.730
C -2.137 -4.782 3.355
C -3.077 -3.863 2.872
C 5.494 0.925 -4.114
C -1.811 -0.528 4.871
C 5.905 0.414 -5.344
C -2.667 -2.800 2.079
C -1.917 0.975 4.653
C -1.316 -2.631 1.781
C -1.772 1.259 3.192
C -1.518 3.056 -4.200
C 1.049 -3.384 1.871
C 5.201 0.111 -3.007
C -2.704 3.370 -1.689
C -0.623 2.537 -0.669
C -1.363 2.888 -1.763
C -2.816 3.560 -4.092
C -0.823 -1.454 1.033
C 5.759 -1.810 -4.441
C -3.399 3.697 -2.842
C 5.351 -1.269 -3.225
H -1.918 -0.812 5.916
H -0.069 -5.371 3.403
H -1.057 2.935 -5.180
H -3.376 -2.066 1.704
H -1.821 4.396 0.703
H -0.837 -0.888 4.527
H -2.577 -1.059 4.289
H -2.905 1.343 4.973
H -2.463 -5.604 3.991
H -3.204 3.433 -0.730
H -4.414 4.066 -2.730
H -3.373 3.826 -4.985
H -0.807 -1.604 -0.060
H -4.127 -3.976 3.119
H 1.322 -3.771 0.880
H 1.763 -3.722 2.626
H -1.819 3.627 2.211
H -1.159 1.516 5.225
H 0.197 2.315 -3.132
H -1.390 -0.547 1.264